The molecule C26H30N4O4S. Source: the OMol25 dataset; level of theory: ωB97M-V with the def2-TZVPD basis set.

The structure (SMILES) is Cc1ccc(CN(CC(=O)NC2CCCC2)C(=O)CSc2nnc(COc3ccccc3)o2)cc1. For the gap between HOMO and LUMO, the calculation gives 9.35 eV. For the energy, the calculation gives -52435.1382 eV. Its net charge is 0. For the energy above the lowest of the compared OMol25 structures with the same formula, charge and spin, the calculation gives 245.2 kJ/mol. As for the spin multiplicity: 1. The value obtained for the LUMO energy is 0.52 eV. As for the HOMO energy: -8.824 eV.

Cartesian coordinates (Å):
C: -0.36515 2.02500 -3.55936
C: -0.93546 0.88935 -2.76406
C: -2.10209 1.04569 -2.02831
C: -2.62110 -0.00288 -1.29026
C: -1.99343 -1.23962 -1.28734
C: -2.54603 -2.38234 -0.47415
N: -1.71861 -2.66956 0.69938
C: -1.09790 -3.96646 0.80809
C: 0.35263 -4.12069 0.30090
O: 0.78783 -5.23746 0.09827
N: 1.04972 -2.99125 0.15044
C: 2.44483 -2.98665 -0.23107
C: 3.36282 -2.55286 0.93743
C: 4.05460 -1.27026 0.47188
C: 4.09986 -1.41937 -1.04504
C: 2.71811 -1.98181 -1.36023
C: -1.71274 -1.73085 1.66599
O: -2.39436 -0.72788 1.61401
C: -0.77818 -1.98001 2.85518
S: -0.31570 -0.36329 3.55603
C: 0.25253 0.32824 2.09280
N: 0.48915 -0.29450 0.97549
N: 0.90163 0.64027 0.09360
C: 0.90251 1.77169 0.71192
C: 1.28706 3.09632 0.14512
O: 0.79819 4.18236 0.87754
C: -0.56189 4.32432 1.01925
C: -0.97235 5.41790 1.77874
C: -2.31598 5.64899 1.98992
C: -3.26527 4.79373 1.45195
C: -2.85629 3.71086 0.69749
C: -1.50997 3.47163 0.47199
O: 0.50836 1.64401 2.00124
C: -0.84085 -1.40814 -2.04395
C: -0.31634 -0.35415 -2.76664
H: -0.75035 2.98064 -3.20972
H: 0.72134 2.03135 -3.49454
H: -0.63568 1.91729 -4.61020
H: -2.61202 1.99925 -2.03434
H: -3.51403 0.14214 -0.70151
H: -2.59166 -3.28689 -1.08197
H: -3.55315 -2.12612 -0.12890
H: -1.10222 -4.30380 1.84942
H: -1.69394 -4.69235 0.24766
H: 0.64020 -2.07627 0.32843
H: 2.67877 -4.00945 -0.53844
H: 4.09948 -3.32990 1.13878
H: 2.78618 -2.39525 1.84864
H: 3.44773 -0.40096 0.72848
H: 5.04082 -1.14618 0.91680
H: 4.87562 -2.13286 -1.32756
H: 4.29051 -0.47618 -1.55453
H: 1.98294 -1.17831 -1.30133
H: 2.66181 -2.44361 -2.34432
H: 0.13135 -2.51128 2.58554
H: -1.30363 -2.50504 3.65350
H: 2.37827 3.19819 0.17500
H: 0.96520 3.11981 -0.90571
H: -0.21754 6.06681 2.19376
H: -2.62417 6.49821 2.58124
H: -4.31596 4.97043 1.62390
H: -3.58455 3.03172 0.28068
H: -1.22530 2.61513 -0.12054
H: -0.35078 -2.37046 -2.06718
H: 0.58463 -0.49637 -3.34530